Below is a 9-piece molecular cluster, C58H135N9O10 overall, with properties calculated with wB97M-V/def2-TZVPD.

Bonds (Å) are listed after each position.
Atoms and positions in Å:
1 C 1.6725 5.6352 -2.3123  C2 1.578, H12 1.074, H13 1.098, H14 1.061
2 C 1.6122 5.4473 -3.8782  C1 1.578, C3 1.523, C4 1.552, N10 1.533
3 C 1.7086 3.9575 -4.1817  C2 1.523, H15 1.121, H16 1.106, H17 1.051
4 C 0.3018 5.9964 -4.5032  C2 1.552, C5 1.529, H18 1.094, H19 1.104
5 C 0.1976 7.5219 -4.5136  C4 1.529, C6 1.484, H20 1.128, H21 1.095
6 C 1.3342 8.1886 -5.1964  C5 1.484, C7 1.556, H22 1.116, H23 1.070
7 C 2.7199 7.6881 -4.6949  C6 1.556, C8 1.594, C9 1.543, N10 1.507
8 C 3.8403 8.1193 -5.7428  C7 1.594, H24 1.071, H25 1.113, H26 1.057
9 C 3.1591 8.2969 -3.3468  C7 1.543, H27 1.116, H28 1.075, H29 1.137
10 N 2.7034 6.1810 -4.6666  C2 1.533, C7 1.507, O11 1.437
11 O 4.0293 5.7825 -4.2813  N10 1.437, H30 0.958
12 H 2.6844 5.3466 -2.0968  C1 1.074
13 H 1.5312 6.6741 -1.9844  C1 1.098
14 H 1.0331 5.0296 -1.7205  C1 1.061
15 H 0.7954 3.4630 -3.7589  C3 1.121
16 H 1.6981 3.7854 -5.2744  C3 1.106
17 H 2.5187 3.5229 -3.6729  C3 1.051
18 H 0.1721 5.5349 -5.4865  C4 1.094
19 H -0.5251 5.6058 -3.8845  C4 1.104
20 H -0.8293 7.7918 -4.8944  C5 1.128
21 H 0.1513 7.7956 -3.4544  C5 1.095
22 H 1.4207 9.2753 -4.9579  C6 1.116
23 H 1.3458 8.1427 -6.2650  C6 1.070
24 H 3.8980 7.4082 -6.5416  C8 1.071
25 H 4.8556 8.0404 -5.2938  C8 1.113
26 H 3.6744 9.0845 -6.1394  C8 1.057
27 H 3.2990 9.3904 -3.5212  C9 1.116
28 H 4.1177 7.9699 -2.9874  C9 1.075
29 H 2.4577 8.2548 -2.4530  C9 1.137
30 H 4.2301 4.9851 -4.7737  O11 0.958
31 C -5.9058 -3.3892 -1.7837  C32 1.515, H42 1.072, H43 1.089, H44 1.091
32 C -4.7435 -3.8581 -0.9322  C31 1.515, C33 1.514, C34 1.524, N40 1.506
33 C -4.2403 -2.6536 -0.1651  C32 1.514, H45 1.092, H46 1.057, H47 1.127
34 C -5.2117 -4.9505 0.0215  C32 1.524, C35 1.534, H48 1.146, H49 1.149
35 C -5.4401 -6.3192 -0.6334  C34 1.534, C36 1.534, H50 1.083, H51 1.101
36 C -4.0861 -6.7623 -1.2022  C35 1.534, C37 1.538, H52 1.079, H53 1.096
37 C -3.4812 -5.7767 -2.2160  C36 1.538, C38 1.508, C39 1.497, N40 1.476
38 C -2.0155 -6.1208 -2.2998  C37 1.508, H54 1.063, H55 1.107, H56 1.072
39 C -4.0847 -5.8940 -3.5808  C37 1.497, H57 1.072, H58 1.158, H59 1.050
40 N -3.5464 -4.4113 -1.6599  C32 1.506, C37 1.476, O41 1.442
41 O -3.2100 -3.5009 -2.7267  N40 1.442, H60 0.969
42 H -5.5299 -2.5928 -2.3954  C31 1.072
43 H -6.4229 -4.2240 -2.2535  C31 1.089
44 H -6.6632 -2.9740 -1.1163  C31 1.091
45 H -5.0661 -2.2684 0.4365  C33 1.092
46 H -3.4500 -2.8970 0.4939  C33 1.057
47 H -3.7785 -1.9269 -0.8922  C33 1.127
48 H -4.4296 -5.1394 0.8378  C34 1.146
49 H -6.0647 -4.4885 0.6372  C34 1.149
50 H -5.8914 -7.0096 0.0677  C35 1.083
51 H -6.1386 -6.1113 -1.4589  C35 1.101
52 H -3.9621 -7.7769 -1.5470  C36 1.079
53 H -3.4066 -6.7391 -0.3428  C36 1.096
54 H -1.8225 -7.1537 -2.4619  C38 1.063
55 H -1.5358 -5.9906 -1.3103  C38 1.107
56 H -1.5316 -5.5050 -3.0325  C38 1.072
57 H -5.1523 -5.8376 -3.6664  C39 1.072
58 H -3.8465 -6.9373 -4.0240  C39 1.158
59 H -3.6375 -5.2712 -4.2983  C39 1.050
60 H -3.9917 -3.4612 -3.2980  O41 0.969
61 C 2.7071 2.1172 1.7567  C62 1.554, H72 1.111, H73 1.096, H74 1.096
62 C 3.8052 1.6326 2.7441  C61 1.554, C63 1.568, C64 1.564, N70 1.513
63 C 3.5861 0.0920 2.9380  C62 1.568, H75 1.098, H76 1.111, H77 1.085
64 C 5.2933 1.8715 2.3277  C62 1.564, C65 1.511, H78 1.108, H79 1.098
65 C 5.7239 3.3202 2.3236  C64 1.511, C66 1.509, H80 1.137, H81 1.114
66 C 5.5345 3.9053 3.7013  C65 1.509, C67 1.544, H82 1.121, H83 1.099
67 C 4.1000 3.7356 4.2479  C66 1.544, C68 1.526, C69 1.519, N70 1.542
68 C 4.1098 4.0514 5.7408  C67 1.526, H84 1.104, H85 1.093, H86 1.086
69 C 3.2231 4.7967 3.6063  C67 1.519, H87 1.072, H88 1.101, H89 1.090
70 N 3.7161 2.2473 4.1233  C62 1.513, C67 1.542, O71 1.471
71 O 2.3530 1.9966 4.6164  N70 1.471, H90 0.968
72 H 2.8412 2.8799 0.9596  C61 1.111
73 H 2.4449 1.2720 1.1104  C61 1.096
74 H 1.8250 2.4742 2.3010  C61 1.096
75 H 2.5296 -0.1235 3.1455  C63 1.098
76 H 3.8205 -0.4612 2.0034  C63 1.111
77 H 4.2690 -0.2158 3.7226  C63 1.085
78 H 5.8328 1.3861 3.1650  C64 1.108
79 H 5.6692 1.3597 1.4317  C64 1.098
80 H 6.8245 3.4240 2.0564  C65 1.137
81 H 5.1219 3.9471 1.6273  C65 1.114
82 H 5.8082 4.9778 3.8754  C66 1.121
83 H 6.1951 3.3886 4.4123  C66 1.099
84 H 4.5766 3.1942 6.2571  C68 1.104
85 H 3.0957 4.1354 6.1385  C68 1.093
86 H 4.5630 4.9966 6.0236  C68 1.086
87 H 3.3985 5.7601 4.0424  C69 1.072
88 H 2.1520 4.6162 3.7886  C69 1.101
89 H 3.3714 4.8874 2.5307  C69 1.090
90 H 1.8435 2.7299 4.2418  O71 0.968
91 C -0.9249 1.7162 3.6093  C92 1.549, H102 1.102, H103 1.111, H104 1.097
92 C -2.0745 1.6147 2.5757  C91 1.549, C93 1.524, C94 1.509, N100 1.525
93 C -2.1106 0.1705 2.0913  C92 1.524, H105 1.103, H106 1.072, H107 1.091
94 C -3.4088 2.0184 3.1546  C92 1.509, C95 1.540, H108 1.146, H109 1.108
95 C -3.4034 3.5468 3.3411  C94 1.540, C96 1.500, H110 1.131, H111 1.085
96 C -3.1257 4.2654 2.0543  C95 1.500, C97 1.531, H112 1.115, H113 1.080
97 C -1.7876 3.8841 1.4161  C96 1.531, C98 1.512, C99 1.551, N100 1.428
98 C -1.6674 4.4001 0.0003  C97 1.512, H114 1.101, H115 1.043, H116 1.103
99 C -0.5658 4.5164 2.1322  C97 1.551, H117 1.078, H118 1.101, H119 1.110
100 N -1.7631 2.4585 1.3446  C92 1.525, C97 1.428, O101 1.398
101 O -0.5538 2.0148 0.8020  N100 1.398, H120 0.970
102 H -0.0546 2.0927 3.0476  C91 1.102
103 H -1.2911 2.3106 4.4730  C91 1.111
104 H -0.6203 0.7629 4.0594  C91 1.097
105 H -1.1058 -0.2149 1.8476  C93 1.103
106 H -2.6170 -0.4528 2.8009  C93 1.072
107 H -2.7205 0.0409 1.1958  C93 1.091
108 H -4.3349 1.7635 2.5298  C94 1.146
109 H -3.5387 1.5597 4.1543  C94 1.108
110 H -4.4411 3.7871 3.7216  C95 1.131
111 H -2.6798 3.8502 4.0910  C95 1.085
112 H -3.0966 5.3767 2.1409  C96 1.115
113 H -3.9118 3.9890 1.3670  C96 1.080
114 H -0.7577 4.0689 -0.5243  C98 1.101
115 H -1.8512 5.4256 0.0474  C98 1.043
116 H -2.4944 3.8939 -0.5256  C98 1.103
117 H 0.3770 4.2509 1.6823  C99 1.078
118 H -0.5731 4.3169 3.2150  C99 1.101
119 H -0.6464 5.6178 2.0170  C99 1.110
120 H -0.8439 1.4415 0.0757  O101 0.970
121 C -1.6327 0.9513 -2.5142  O122 1.409, H127 1.103, H128 1.106, H129 1.114
122 O -1.3483 0.1607 -1.3825  C121 1.409, C123 1.393
123 C -0.5971 -0.9747 -1.6766  O122 1.393, C124 1.513, H130 1.128, H131 1.073
124 C -0.3621 -1.9076 -0.5092  C123 1.513, C125 1.503, N126 1.509, H132 1.082
125 C 0.8111 -1.4189 0.2926  C124 1.503, H133 1.089, H134 1.089, H135 1.112
126 N -0.0702 -3.2587 -1.1141  C124 1.509, H136 1.002, H137 1.030
127 H -2.4315 1.6878 -2.3226  C121 1.103
128 H -1.9484 0.3187 -3.3643  C121 1.106
129 H -0.7934 1.5767 -2.8970  C121 1.114
130 H -1.2588 -1.5645 -2.3748  C123 1.128
131 H 0.3582 -0.8281 -2.1431  C123 1.073
132 H -1.2488 -1.8987 0.1117  C124 1.082
133 H 0.9845 -2.1683 1.0631  C125 1.089
134 H 0.6866 -0.4584 0.7900  C125 1.089
135 H 1.7319 -1.2773 -0.3136  C125 1.112
136 H -0.8476 -3.6102 -1.6397  N126 1.002
137 H 0.0409 -3.9227 -0.3349  N126 1.030
138 C -6.1204 3.3306 -1.0537  O139 1.390, H144 1.107, H145 1.131, H146 1.066
139 O -6.7673 2.3918 -1.8488  C138 1.390, C140 1.392
140 C -7.0913 1.2032 -1.2005  O139 1.392, C141 1.528, H147 1.118, H148 1.156
141 C -8.2541 0.5357 -1.9335  C140 1.528, C142 1.577, N143 1.421, H149 1.115
142 C -9.6724 1.2212 -1.8702  C141 1.577, H150 1.034, H151 1.118, H152 1.116
143 N -8.4407 -0.7587 -1.3776  C141 1.421, H153 1.036, H154 1.011
144 H -5.3837 3.9330 -1.6202  C138 1.107
145 H -5.6977 2.8069 -0.1451  C138 1.131
146 H -6.9072 4.0219 -0.8539  C138 1.066
147 H -6.2078 0.5189 -1.2154  C140 1.118
148 H -7.4433 1.3252 -0.1064  C140 1.156
149 H -7.9581 0.5619 -3.0078  C141 1.115
150 H -9.6628 2.1838 -2.2473  C142 1.034
151 H -10.0714 1.2116 -0.8261  C142 1.118
152 H -10.4031 0.6225 -2.4650  C142 1.116
153 H -9.3832 -1.1549 -1.5480  N143 1.036
154 H -7.6828 -1.4113 -1.5261  N143 1.011
155 C 2.5025 1.1830 -1.6228  O156 1.404, H161 1.090, H162 1.120, H163 1.088
156 O 2.1823 0.4464 -2.7748  C155 1.404, C157 1.416
157 C 3.2850 0.2455 -3.6405  O156 1.416, C158 1.472, H164 1.066, H165 1.112
158 C 2.7817 -0.3978 -4.8647  C157 1.472, C159 1.513, N160 1.500, H166 1.086
159 C 2.0809 -1.7171 -4.6241  C158 1.513, H167 1.058, H168 1.059, H169 1.096
160 N 3.9936 -0.5331 -5.7383  C158 1.500, H170 1.032, H171 1.010
161 H 2.8821 2.1681 -1.8921  C155 1.090
162 H 3.2686 0.7039 -0.9603  C155 1.120
163 H 1.5620 1.2158 -1.0778  C155 1.088
164 H 3.8286 1.1355 -3.8623  C157 1.066
165 H 4.0000 -0.4480 -3.1472  C157 1.112
166 H 2.0882 0.2429 -5.4002  C158 1.086
167 H 1.8564 -2.3070 -5.4731  C159 1.058
168 H 1.1642 -1.6638 -4.0967  C159 1.059
169 H 2.8538 -2.2741 -4.0815  C159 1.096
170 H 4.7111 -1.2026 -5.4192  N160 1.032
171 H 3.8448 -0.7378 -6.7161  N160 1.010
172 C 3.7480 -7.8722 0.8261  O173 1.420, H178 1.076, H179 1.083, H180 1.099
173 O 4.0020 -6.4774 0.9037  C172 1.420, C174 1.391
174 C 3.5012 -5.7406 -0.1647  O173 1.391, C175 1.540, H181 1.109, H182 1.106
175 C 3.8251 -4.2420 -0.0213  C174 1.540, C176 1.541, N177 1.435, H183 1.077
176 C 3.2985 -3.7873 1.3540  C175 1.541, H184 1.073, H185 1.081, H186 1.111
177 N 3.3121 -3.5080 -1.1425  C175 1.435, H187 1.017, H188 1.050
178 H 4.1696 -8.2731 -0.0787  C172 1.076
179 H 2.6814 -8.0554 0.8613  C172 1.083
180 H 4.2235 -8.2583 1.7390  C172 1.099
181 H 3.8682 -6.0511 -1.1638  C174 1.109
182 H 2.3998 -5.7891 -0.2532  C174 1.106
183 H 4.8981 -4.1564 -0.0631  C175 1.077
184 H 3.7141 -4.4236 2.1120  C176 1.073
185 H 2.2358 -3.9605 1.2589  C176 1.081
186 H 3.6331 -2.7705 1.6499  C176 1.111
187 H 3.6058 -2.5370 -1.0779  N177 1.017
188 H 2.2630 -3.5065 -1.1868  N177 1.050
189 C 4.5876 -4.8447 7.5556  O190 1.421, H198 1.105, H199 1.082, H200 1.094
190 O 3.7297 -5.9128 7.1795  C189 1.421, C191 1.423
191 C 3.0815 -5.7337 5.9251  O190 1.423, C192 1.474, H201 1.102, H202 1.134
192 C 1.8676 -6.5706 5.9157  C191 1.474, N193 1.513, H203 1.072, H204 1.068
193 N 1.4351 -6.7906 4.4831  C192 1.513, C194 1.406, H205 1.014
194 C 0.9665 -5.6276 3.8469  N193 1.406, C195 1.540, H206 1.076, H207 1.113
195 C 0.1812 -6.1290 2.6209  C194 1.540, O196 1.408, H208 1.111, H209 1.100
196 O -0.3431 -5.1268 1.7824  C195 1.408, C197 1.410
197 C -1.1453 -4.1354 2.3828  O196 1.410, H210 1.068, H211 1.073, H212 1.135
198 H 4.1284 -3.8518 7.4010  C189 1.105
199 H 5.4133 -4.8407 6.8562  C189 1.082
200 H 4.8907 -4.9745 8.5991  C189 1.094
201 H 3.7808 -6.0772 5.1453  C191 1.102
202 H 2.8739 -4.6367 5.7289  C191 1.134
203 H 1.1277 -6.1319 6.5551  C192 1.072
204 H 2.1138 -7.5294 6.3159  C192 1.068
205 H 0.6405 -7.4203 4.4939  N193 1.014
206 H 1.8223 -5.0365 3.5710  C194 1.076
207 H 0.3294 -4.9750 4.4846  C194 1.113
208 H -0.5888 -6.8477 2.9731  C195 1.111
209 H 0.8997 -6.6826 1.9993  C195 1.100
210 H -1.4876 -3.4337 1.6540  C197 1.068
211 H -0.6872 -3.5165 3.1301  C197 1.073
212 H -2.0775 -4.6329 2.7978  C197 1.135

Frontier orbital gap ... 0.3197 hartree
Relative energy (zero: lowest compared OMol25 entry of this formula, charge and spin) ... 38.3 kcal/mol
Structure (SMILES) ... CC1(C)CCCC(C)(C)N1O.CC1(C)CCCC(C)(C)N1O.CC1(C)CCCC(C)(C)N1O.CC1(C)CCCC(C)(C)N1O.COC[C@H](C)N.COC[C@H](C)N.COC[C@H](C)N.COC[C@H](C)N.COCCNCCOC
E_HOMO ... -8.21 eV
Charge ... 0
Total energy ... -96211.09324 eV